ORCA calculation (ωB97M-V/def2-TZVPD) on a 2-piece molecular cluster, CH3O4PS overall in a non-equilibrium geometry.

XYZ file:
```
10
Properties=species:S:1:pos:R:3:forces:R:3:nbo_charge:R:1
C 0.87173 1.56827 -1.25719 -1.3 -0.1 -2.5 -0.823
O 2.55975 1.99143 2.49652 1.5 0.1 -1.7 -1.167
O 0.97560 0.49505 3.78541 -0.4 0.2 -0.5 -1.157
O 0.61898 3.04395 3.67908 -0.9 0.6 0.0 -1.156
O -0.79980 1.34381 0.80498 0.2 -0.3 1.9 -1.102
P 1.27615 1.82495 3.16988 -0.2 -0.8 2.3 2.467
S -0.86342 1.59635 -0.68917 -0.6 0.3 -1.9 0.372
H 1.42145 1.34661 -0.40905 1.4 -0.4 1.6 0.238
H 1.13655 2.49900 -1.71452 0.4 1.0 0.2 0.171
H 1.05539 0.87520 -2.10150 -0.1 -0.4 0.6 0.157
```
Positions in Å, forces in eV/Å.

Computed properties:
HOMO level = 0.058 Eh
molar mass = 142.07 g/mol
gap between HOMO and LUMO = 4.68 eV
ΔE to the lowest compared entry with this formula, charge and spin = 216.7 kJ/mol
F_max = 2.78 eV/Å
total charge = -2
LUMO energy = 6.25 eV